No. 1
14
Properties=species:S:1:pos:R:3:forces:R:3 method="wB97M-V/def2-TZVPD" de_lowest_kcal_mol=78.4 orbital_gap_ev="8.53 / 8.76" e_lumo_ev="0.934 / 0.915"
C -0.115 -0.416 1.010 -1.1 0.4 0.8
N -0.548 2.126 -1.068 0.1 -0.8 -2.8
N 0.570 -1.516 0.448 1.6 -0.9 0.8
N 0.864 0.570 1.427 1.4 -1.4 -1.0
N -0.510 1.490 -2.070 0.5 1.3 1.4
N -1.151 0.068 0.059 -0.3 1.0 1.6
O -1.104 -0.490 -1.105 0.3 -2.2 -1.2
H -0.770 -0.677 1.906 0.9 0.2 -0.8
H 0.071 -2.304 0.832 0.6 -0.9 -0.3
H 1.559 -1.492 0.816 -1.6 -0.5 -0.6
H 0.400 1.401 1.223 -0.6 2.4 -0.1
H 1.667 0.545 0.736 -1.2 0.1 0.9
H -0.325 -1.135 -1.149 -0.5 0.7 0.3
H -0.608 1.832 -3.066 -0.1 0.6 0.8

---

No. 2
6
Properties=species:S:1:pos:R:3:forces:R:3 method="wB97M-V/def2-TZVPD" de_lowest_kcal_mol=125.5 orbital_gap_ev="8.22 / 6.07" s2=0.764 e_lumo_ev="-9.147 / -11.299" multiplicity=2 total_charge=+1
C -0.159 0.313 -0.201 -3.5 -0.3 -3.1
C 1.038 0.869 -0.350 0.9 0.6 -0.4
H -0.603 -0.037 0.731 -0.2 -0.1 0.1
H -1.064 0.451 -1.370 2.8 -0.3 3.4
H -2.052 -3.946 1.488 0.2 0.3 0.3
H -1.777 -3.471 2.004 -0.2 -0.3 -0.3

---

No. 3
83
Properties=species:S:1:pos:R:3:forces:R:3 method="wB97M-V/def2-TZVPD" orbital_gap_ev=7.20 e_lumo_ev=-0.963
N 6.861 -5.778 -0.732 0.0 0.1 -0.1
C 6.332 -5.553 -2.045 -0.2 -0.4 0.0
C 7.021 -4.739 -2.931 0.4 0.3 0.0
C 6.574 -4.510 -4.220 -0.3 -0.1 -0.3
C 5.394 -5.088 -4.666 0.2 -0.1 0.2
C 4.686 -5.875 -3.779 -0.4 -0.3 -0.1
C 5.132 -6.124 -2.481 0.2 0.1 -0.2
C 4.274 -6.986 -1.614 0.0 0.2 0.1
O 4.717 -7.732 -0.768 -0.1 0.1 0.1
C 2.812 -6.837 -1.852 0.3 0.0 -0.2
C 2.381 -6.584 -3.086 -0.5 -0.2 0.5
C 0.932 -6.370 -3.405 0.8 0.5 -0.2
C 0.401 -4.986 -3.016 -0.5 0.1 0.1
O -0.730 -4.674 -3.178 0.2 -0.1 0.0
I 1.741 -3.506 -2.154 0.0 -0.2 -0.1
C 3.388 -6.488 -4.186 0.2 0.0 0.1
O 3.160 -6.895 -5.301 -0.2 0.3 -0.1
H 6.899 -6.777 -0.564 0.0 0.0 0.0
H 6.179 -5.443 -0.058 0.1 0.1 0.1
H 7.935 -4.267 -2.595 0.0 -0.1 0.1
H 7.120 -3.887 -4.915 0.2 0.1 0.2
H 5.029 -4.935 -5.671 0.0 0.0 0.0
H 2.150 -6.909 -0.999 0.0 -0.3 0.0
H 0.286 -7.106 -2.934 -0.1 0.0 -0.1
H 0.833 -6.396 -4.492 -0.3 -0.2 0.0
C -2.346 2.388 -1.087 0.1 0.4 -0.3
N -1.352 1.336 -1.065 -0.1 -0.4 0.3
C -0.371 1.589 -0.015 0.4 -0.3 0.1
P -0.696 0.585 -2.438 -5.6 -0.1 0.1
O -0.251 -0.741 -1.920 2.9 1.2 -0.5
N -1.973 0.064 -3.505 -0.3 0.3 0.2
C -3.333 -0.050 -2.998 -0.1 0.1 0.1
C -1.612 -1.158 -4.223 0.2 0.0 -0.1
N -0.351 2.036 -3.362 2.6 -1.1 0.0
C -1.170 2.433 -4.497 -0.3 0.0 -0.1
C 1.077 2.120 -3.732 0.1 0.1 0.3
H -1.932 3.364 -1.380 0.0 0.0 0.0
H -2.767 2.495 -0.085 0.1 0.0 0.1
H -3.177 2.158 -1.745 0.1 0.0 -0.1
H 0.266 2.454 -0.256 -0.1 0.1 0.1
H 0.276 0.723 0.129 0.0 0.0 -0.1
H -0.860 1.783 0.941 -0.2 0.1 -0.1
H -3.389 -0.549 -2.022 0.0 0.0 0.0
H -3.942 -0.615 -3.706 0.1 -0.1 0.0
H -3.816 0.926 -2.924 0.0 -0.1 0.0
H -1.744 -2.058 -3.615 0.1 0.0 0.0
H -0.569 -1.127 -4.546 0.0 0.0 0.0
H -2.231 -1.247 -5.120 0.0 0.1 0.0
H -1.149 1.723 -5.328 0.0 0.0 0.0
H -0.788 3.393 -4.857 0.1 0.0 0.1
H -2.202 2.602 -4.200 0.0 -0.2 0.0
H 1.351 1.387 -4.501 0.0 0.1 -0.1
H 1.703 1.937 -2.855 0.0 0.0 0.0
H 1.322 3.117 -4.100 -0.1 0.0 0.0
C -3.464 5.792 5.566 -0.2 -0.3 0.5
N -3.323 4.927 4.415 -0.2 0.0 -0.3
C -4.591 4.809 3.703 0.0 -0.2 -0.3
P -2.390 3.496 4.385 4.2 5.2 1.9
O -1.936 3.500 2.947 -2.5 -3.0 -0.5
N -0.767 3.784 5.015 0.1 0.5 0.4
C -0.268 5.147 5.108 -0.1 0.1 0.0
C 0.230 2.943 4.359 -0.1 -0.1 0.0
N -2.885 2.897 5.981 -1.1 -2.4 -1.6
C -1.999 2.925 7.137 0.3 0.1 0.1
C -3.508 1.558 5.890 -0.4 0.2 -0.1
H -4.129 5.379 6.339 0.0 0.0 0.0
H -3.885 6.745 5.239 0.0 -0.1 -0.1
H -2.510 6.025 6.027 0.0 -0.1 0.0
H -5.337 4.244 4.283 -0.1 0.1 0.0
H -4.446 4.303 2.748 0.1 0.0 0.0
H -4.999 5.797 3.488 0.0 0.0 0.1
H -0.469 5.742 4.207 0.0 0.0 0.0
H 0.810 5.133 5.273 0.0 -0.1 -0.1
H -0.681 5.668 5.973 0.0 0.0 -0.1
H 0.534 3.334 3.383 0.0 -0.1 0.0
H -0.151 1.931 4.207 0.0 0.0 0.0
H 1.115 2.867 4.997 0.0 0.1 0.1
H -1.108 2.303 7.029 0.0 0.0 0.0
H -2.571 2.558 7.994 -0.2 0.0 -0.1
H -1.695 3.940 7.378 0.1 0.0 -0.1
H -2.777 0.775 5.661 0.0 0.0 0.1
H -4.268 1.551 5.102 0.0 0.0 0.0
H -4.011 1.302 6.823 0.0 0.1 0.0

---

No. 4
28
Properties=species:S:1:pos:R:3:forces:R:3 method="wB97M-V/def2-TZVPD" orbital_gap_ev=9.42 e_lumo_ev=0.292
O -2.581 1.252 -1.384 -0.5 -0.4 0.1
C -2.491 -0.121 -0.984 1.2 0.2 0.3
C -1.423 -0.792 -1.839 -0.2 0.5 -0.5
C -1.293 -2.231 -1.405 0.4 -0.7 0.7
S 0.212 -3.187 -1.773 0.1 -0.2 -0.7
H -3.516 1.462 -1.444 0.0 0.3 0.0
H -2.166 -0.145 0.064 0.0 0.0 0.0
H -3.419 -0.688 -1.020 -0.3 0.3 -0.3
H -1.725 -0.683 -2.887 -0.1 -0.4 0.0
H -0.494 -0.214 -1.819 0.1 -0.2 0.5
H -2.083 -2.851 -1.826 -0.1 0.1 -0.1
H -1.396 -2.325 -0.321 -0.2 0.2 0.0
H 0.993 -2.946 -0.713 -0.3 0.4 0.1
O 1.978 -0.051 0.698 -0.4 0.8 -0.2
H 1.391 0.722 0.560 0.2 -0.3 0.3
H 2.509 -0.024 -0.106 -0.1 -0.3 -0.2
O 0.083 2.537 0.419 -0.5 -0.1 -0.4
H -0.595 2.322 -0.252 0.3 0.2 0.4
H -0.127 3.436 0.707 0.2 -0.3 -0.1
O 2.963 -1.121 -1.619 0.6 -0.1 0.4
H 2.986 -1.589 -2.453 -0.1 -0.1 -0.2
H 3.490 -1.661 -1.009 -0.2 0.1 -0.3
O 3.034 1.642 2.761 0.3 0.6 0.5
H 2.211 1.226 3.037 0.3 -0.2 -0.3
H 3.341 1.187 1.973 -0.5 -0.3 0.0
O -0.358 1.705 4.531 -0.9 -0.2 -0.6
H -1.330 1.692 4.484 0.3 0.2 0.6
H -0.192 1.444 3.618 0.6 0.0 -0.1